# C20H21CaN3O2S2

C20H21CaN3O2S2 as an isolated structure at a distorted geometry (the ωB97M-V functional and the def2-TZVPD basis, the Open Molecules 2025 dataset).

XYZ file:
```
49
Properties=species:S:1:pos:R:3:nbo_charge:R:1
C -2.011 1.238 2.133 -0.6492
C -2.715 1.472 0.735 -0.6313
H -1.697 0.196 2.460 0.2218
H -2.869 1.572 2.738 0.2219
H -1.101 1.783 2.291 0.2089
H -2.511 0.722 -0.033 0.1887
H -3.745 1.330 1.123 0.2132
H -2.565 2.496 0.289 0.2199
C 2.745 -1.597 1.642 0.0680
C 4.094 -1.860 1.890 -0.2398
C 4.950 -2.088 0.788 -0.1375
C 4.365 -1.984 -0.499 -0.2147
H 1.997 -1.650 2.469 0.2301
H 4.528 -1.898 2.904 0.2431
H 6.022 -2.341 0.914 0.2398
H 4.928 -2.240 -1.393 0.2195
N 2.239 -1.320 0.414 -0.5454
C 3.049 -1.504 -0.683 0.1707
C 2.473 -1.179 -2.043 0.1783
N 1.176 -0.739 -2.091 -0.5388
C 0.636 -0.396 -3.294 0.0736
C 2.701 -0.741 -4.471 -0.1444
C 1.387 -0.297 -4.465 -0.2420
H -0.446 -0.214 -3.295 0.2232
H 0.946 0.132 -5.400 0.2410
C 3.215 -1.257 -3.252 -0.2086
H 4.203 -1.686 -3.193 0.2183
H 3.348 -0.685 -5.376 0.2398
Ca 0.394 -0.187 -0.070 1.7007
C 1.180 2.116 -0.135 -1.4134
H 1.020 2.548 -1.120 0.1899
H 2.232 1.822 -0.035 0.1681
H 0.907 2.854 0.636 0.2038
O -2.850 -1.348 4.334 -0.9228
S -3.123 -2.517 3.455 2.2499
O -3.401 -3.787 4.054 -0.9039
N -1.902 -2.514 2.264 -0.7541
C -2.361 -2.371 1.032 0.1324
S -1.414 -2.269 -0.371 -0.4485
C -3.846 -2.222 0.995 -0.1260
C -4.733 -2.018 -0.096 -0.1575
C -6.047 -1.547 0.099 -0.2198
C -6.437 -1.287 1.418 -0.1883
C -5.656 -1.683 2.532 -0.1872
C -4.365 -2.109 2.288 -0.3085
H -4.337 -2.226 -1.145 0.2368
H -6.715 -1.361 -0.781 0.2287
H -7.392 -0.834 1.591 0.2148
H -6.064 -1.771 3.536 0.2366
```

highest occupied orbital energy: -6.9 eV
spin multiplicity: 1
frontier orbital gap: 5.5 eV
energy above the lowest of the compared OMol25 structures with the same formula, charge and spin: 0.00 kcal per mole
total charge: 0



# C48H44CuNO3P2S

C48H44CuNO3P2S as an isolated structure at a distorted geometry (the ωB97M-V functional and the def2-TZVPD basis, the Open Molecules 2025 dataset).

XYZ file:
```
100
Properties=species:S:1:pos:R:3:lowdin_spin:R:1
Cu -0.982 -0.504 -0.952 0.1401
O -1.067 4.036 -0.530 -0.0001
S -0.337 2.772 -0.275 0.0000
C 0.341 2.991 1.414 0.0001
C 0.827 4.218 1.841 0.0000
C 1.167 4.396 3.169 0.0000
C 0.964 3.367 4.082 0.0001
C 0.458 2.150 3.660 0.0004
C 0.173 1.925 2.311 0.0020
P -0.493 0.306 1.679 0.0052
C 0.685 -0.892 2.446 -0.0005
C 1.789 -0.593 3.242 0.0002
C 2.588 -1.605 3.756 -0.0005
C 2.299 -2.932 3.488 0.0004
C 1.220 -3.242 2.672 0.0003
C 0.425 -2.234 2.149 0.0065
C -1.859 0.200 2.920 0.0003
C -1.971 -0.744 3.937 0.0000
C -3.041 -0.698 4.822 0.0000
C -4.011 0.284 4.698 0.0000
C -3.926 1.209 3.665 0.0000
C -2.864 1.162 2.780 0.0000
C 1.259 3.005 -1.122 0.0000
C 1.526 4.233 -1.705 0.0000
C 2.739 4.444 -2.339 0.0000
C 3.683 3.427 -2.382 0.0000
C 3.402 2.192 -1.820 -0.0001
C 2.175 1.955 -1.200 -0.0001
P 1.754 0.318 -0.463 -0.0013
C 1.857 -0.809 -1.909 0.0015
C 1.702 -2.175 -1.657 0.0042
C 1.746 -3.087 -2.698 0.0044
C 1.921 -2.649 -4.003 -0.0002
C 2.041 -1.293 -4.263 0.0017
C 2.013 -0.375 -3.222 -0.0008
C 3.434 0.014 0.252 0.0000
C 3.894 0.971 1.162 -0.0001
C 5.106 0.815 1.809 0.0000
C 5.885 -0.307 1.561 -0.0001
C 5.434 -1.269 0.673 0.0000
C 4.215 -1.114 0.026 -0.0001
H 0.926 5.030 1.132 0.0000
H 1.571 5.343 3.506 0.0000
H 1.194 3.519 5.129 0.0000
H 0.257 1.368 4.382 0.0001
H 2.051 0.431 3.457 0.0000
H 3.444 -1.347 4.368 0.0000
H 2.917 -3.719 3.905 0.0001
H 0.998 -4.278 2.440 0.0000
H -0.371 -2.455 1.440 0.0047
H -1.215 -1.511 4.049 0.0000
H -3.112 -1.429 5.620 0.0000
H -4.829 0.332 5.407 0.0000
H -4.693 1.966 3.555 0.0000
H -2.796 1.867 1.959 0.0000
H 0.766 5.003 -1.654 0.0000
H 2.957 5.402 -2.795 0.0000
H 4.640 3.592 -2.864 0.0000
H 4.136 1.397 -1.865 0.0000
H 1.530 -2.512 -0.644 0.0009
H 1.623 -4.144 -2.496 0.0001
H 1.965 -3.363 -4.817 -0.0001
H 2.154 -0.944 -5.283 0.0002
H 2.111 0.680 -3.433 0.0000
H 3.288 1.853 1.350 0.0000
H 5.446 1.565 2.513 0.0000
H 6.844 -0.425 2.052 0.0000
H 6.037 -2.148 0.478 0.0000
H 3.886 -1.869 -0.674 0.0000
C -1.184 0.757 -4.641 0.0009
C -1.582 0.880 -3.185 0.0064
O -0.648 0.882 -2.347 -0.0026
C -2.971 0.925 -2.831 0.0002
C -3.977 0.930 -3.824 0.0010
C -5.308 0.852 -3.510 -0.0003
C -5.694 0.772 -2.159 0.0016
C -4.760 0.766 -1.163 -0.0003
C -3.361 0.840 -1.439 0.0019
O -2.514 0.770 -0.494 0.0010
H -0.099 0.777 -4.707 0.0000
H -1.594 1.576 -5.234 0.0001
H -1.549 -0.189 -5.045 0.0004
H -3.688 0.997 -4.865 0.0001
H -6.058 0.859 -4.291 -0.0001
H -6.746 0.695 -1.906 0.0001
H -5.050 0.700 -0.121 0.0000
C -3.307 -2.679 0.148 0.0418
C -2.166 -3.093 -0.807 0.0724
C -1.798 -4.570 -0.534 0.0032
C -2.663 -2.969 -2.264 0.0183
N -1.032 -2.261 -0.571 0.6740
H -4.228 -3.218 -0.090 0.0068
H -3.474 -1.605 0.062 0.0008
H -3.022 -2.891 1.182 0.0006
H -2.660 -5.235 -0.655 -0.0003
H -1.417 -4.662 0.485 -0.0002
H -1.012 -4.886 -1.223 0.0005
H -3.429 -3.719 -2.488 0.0023
H -1.822 -3.102 -2.949 0.0006
H -3.080 -1.972 -2.424 -0.0003
```

highest occupied orbital energy (alpha / beta): -3.6 / -3.2 eV
spin multiplicity: 2
frontier orbital gap (alpha / beta): 6.1 / 5.7 eV
energy above the lowest of the compared OMol25 structures with the same formula, charge and spin: 0.00 kcal per mole
total charge: -1



# C16H40NS

A 3-piece molecular cluster, C16H40NS overall (the ωB97M-V functional and the def2-TZVPD basis, the Open Molecules 2025 dataset).

XYZ file:
```
58
Properties=species:S:1:pos:R:3:nbo_charge:R:1
N -2.252 -0.533 2.462 -0.8498
C -1.938 -1.543 1.455 -0.2252
C -0.987 -2.645 1.986 -0.4168
C -0.177 -2.257 3.229 -0.4471
C -0.823 -2.608 4.553 -0.4632
S -0.718 -4.399 4.981 0.4510
H -2.815 -0.924 3.210 0.3376
H -2.809 0.217 2.064 0.3898
H -2.822 -2.006 1.009 0.1852
H -1.419 -1.032 0.643 0.2100
H -1.538 -3.578 2.159 0.1766
H -0.276 -2.880 1.198 0.2419
H 0.823 -2.693 3.190 0.2189
H -0.028 -1.177 3.240 0.2861
H -0.364 -2.129 5.418 0.2635
H -1.896 -2.418 4.600 0.2509
H 0.366 -4.730 4.248 0.1939
H -1.552 -4.892 4.041 0.1926
C -1.067 3.632 -3.179 -0.6112
C -1.041 3.114 -1.747 -0.4002
C -1.174 1.595 -1.646 -0.3957
C -2.471 1.024 -2.228 -0.3980
C -3.756 1.572 -1.611 -0.4012
C -3.906 1.238 -0.133 -0.6149
H -2.016 3.415 -3.672 0.2021
H -0.922 4.712 -3.212 0.2173
H -0.274 3.172 -3.774 0.2034
H -1.835 3.596 -1.168 0.1939
H -0.104 3.412 -1.270 0.2034
H -1.069 1.297 -0.596 0.1853
H -0.336 1.131 -2.174 0.2041
H -2.461 -0.066 -2.113 0.1923
H -2.489 1.207 -3.305 0.2110
H -4.610 1.162 -2.155 0.2088
H -3.805 2.655 -1.749 0.2027
H -3.891 0.151 0.001 0.1867
H -4.849 1.610 0.270 0.2200
H -3.097 1.669 0.463 0.1926
C 4.566 1.514 -2.349 -0.6115
C 4.549 1.033 -0.904 -0.3996
C 4.393 -0.481 -0.765 -0.3967
C 3.115 -1.051 -1.385 -0.3989
C 1.824 -0.418 -0.874 -0.4019
C 1.611 -0.582 0.627 -0.6122
H 3.627 1.296 -2.860 0.1979
H 4.726 2.591 -2.407 0.2163
H 5.367 1.029 -2.912 0.2064
H 3.747 1.542 -0.360 0.1887
H 5.477 1.332 -0.410 0.2083
H 4.442 -0.748 0.295 0.1930
H 5.251 -0.971 -1.235 0.2081
H 3.086 -2.131 -1.198 0.1958
H 3.153 -0.938 -2.471 0.2100
H 0.974 -0.846 -1.413 0.2011
H 1.817 0.649 -1.111 0.2039
H 1.568 -1.644 0.890 0.1769
H 0.682 -0.107 0.950 0.2038
H 2.424 -0.137 1.203 0.2121
```

highest occupied orbital energy: -12.6 eV
spin multiplicity: 1
frontier orbital gap: 8.9 eV
energy above the lowest of the compared OMol25 structures with the same formula, charge and spin: 0.00 kcal per mole
total charge: +1



# C3H7NO2

A 2-piece molecular cluster, C3H7NO2 overall at a distorted geometry (the ωB97M-V functional and the def2-TZVPD basis, the Open Molecules 2025 dataset).

XYZ file:
```
13
Properties=species:S:1:pos:R:3:nbo_charge:R:1
O 1.929 -0.370 -0.147 -0.6092
C 0.981 -0.696 -0.844 0.4535
C -0.168 -1.454 -0.379 -0.6599
N -1.216 0.686 0.384 -0.7840
C -0.522 1.657 0.818 0.4406
O 0.796 1.673 0.947 -0.6854
H 1.231 0.830 0.653 0.5019
H 0.476 -2.310 -0.733 0.2291
H 1.024 -0.606 -1.943 0.1252
H -0.333 -1.510 0.695 0.2527
H -1.082 -1.413 -0.973 0.2453
H -2.208 0.896 0.388 0.3548
H -0.945 2.608 1.135 0.1354
```

highest occupied orbital energy: -10.1 eV
spin multiplicity: 1
frontier orbital gap: 11.0 eV
energy above the lowest of the compared OMol25 structures with the same formula, charge and spin: 55.22 kcal per mole
total charge: 0